# 1
A cluster of 10 separate species, C19H13Cl36N4OS in total in a non-equilibrium geometry, computed with ωB97M-V/def2-TZVPD.

Each atom is followed by the atoms it is bonded to, with distances in Å.
Cartesian coordinates (Å):
1 C 1.309 -0.783 2.676  C2 1.524, C16 1.542, H17 1.130
2 C 2.232 0.007 1.756  C1 1.524, N3 1.390, H18 1.156
3 N 2.167 0.248 0.389  C2 1.390, N4 1.326
4 N 1.067 -0.307 -0.102  N3 1.326, C5 1.390, H19 1.042
5 C 0.057 -1.035 0.515  N4 1.390, C6 1.611, C16 1.521
6 C -1.192 -1.536 -0.370  C5 1.611, C7 1.608, H20 1.151, H21 1.153
7 C -0.754 -2.447 -1.620  C6 1.608, C8 1.620, H22 1.152, H23 1.156
8 C 0.043 -3.792 -1.193  C7 1.620, C9 1.606, H24 1.140, H25 1.158
9 C -0.629 -5.146 -1.735  C8 1.606, S10 1.863, H26 1.140, H27 1.139
10 S 0.077 -5.764 -3.344  C9 1.863, C11 1.835
11 C 1.883 -5.444 -3.415  S10 1.835, N12 1.426, O15 1.414
12 N 2.644 -4.805 -4.436  C11 1.426, N13 1.375
13 N 3.915 -4.831 -3.910  N12 1.375, C14 1.442
14 C 3.925 -5.484 -2.624  N13 1.442, O15 1.420, H28 1.139
15 O 2.610 -5.906 -2.293  C11 1.414, C14 1.420
16 C 0.066 -1.390 1.994  C1 1.542, C5 1.521, H29 1.130
17 H 1.543 -0.897 3.776  C1 1.130
18 H 3.146 0.493 2.271  C2 1.156
19 H 0.959 -0.160 -1.128  N4 1.042
20 H -1.735 -0.579 -0.708  C6 1.151
21 H -1.910 -2.166 0.276  C6 1.153
22 H -0.188 -1.866 -2.438  C7 1.152
23 H -1.738 -2.790 -2.120  C7 1.156
24 H 1.135 -3.652 -1.487  C8 1.140
25 H 0.018 -3.823 -0.035  C8 1.158
26 H -0.503 -5.962 -0.950  C9 1.140
27 H -1.742 -4.976 -1.910  C9 1.139
28 H 4.891 -5.585 -2.031  C14 1.139
29 H -0.738 -1.984 2.522  C16 1.130
30 C -1.334 1.720 5.142  Cl31 1.781, Cl32 1.775, Cl33 1.775, Cl34 1.776
31 Cl -0.839 0.543 3.900  C30 1.781
32 Cl -2.179 3.076 4.368  C30 1.775
33 Cl -2.419 0.931 6.305  C30 1.775
34 Cl 0.106 2.323 5.989  C30 1.776
35 C 4.323 -3.311 4.176  Cl36 1.783, Cl37 1.775, Cl38 1.775, Cl39 1.775
36 Cl 3.043 -2.464 3.269  C35 1.783
37 Cl 4.264 -5.045 3.801  C35 1.775
38 Cl 5.906 -2.656 3.712  C35 1.775
39 Cl 4.067 -3.071 5.917  C35 1.775
40 C -5.680 4.615 2.876  Cl41 1.777, Cl42 1.776, Cl43 1.776, Cl44 1.778
41 Cl -6.793 5.996 2.982  C40 1.777
42 Cl -6.197 3.350 4.010  C40 1.776
43 Cl -5.695 3.969 1.221  C40 1.776
44 Cl -4.034 5.143 3.290  C40 1.778
45 C -2.910 8.400 1.427  Cl46 1.777, Cl47 1.777, Cl48 1.775, Cl49 1.785
46 Cl -2.092 6.899 0.939  C45 1.777
47 Cl -4.533 8.019 2.042  C45 1.777
48 Cl -1.973 9.191 2.711  C45 1.775
49 Cl -3.060 9.480 0.014  C45 1.785
50 C 1.520 -9.663 -3.022  Cl51 1.775, Cl52 1.777, Cl53 1.776, Cl54 1.777
51 Cl 1.676 -9.044 -4.678  C50 1.775
52 Cl 0.342 -8.675 -2.130  C50 1.777
53 Cl 0.965 -11.349 -3.069  C50 1.776
54 Cl 3.097 -9.580 -2.208  C50 1.777
55 C 0.695 11.894 0.781  Cl56 1.776, Cl57 1.777, Cl58 1.777, Cl59 1.777
56 Cl 0.635 13.394 -0.168  C55 1.776
57 Cl 0.881 12.290 2.504  C55 1.777
58 Cl -0.810 10.980 0.543  C55 1.777
59 Cl 2.076 10.910 0.248  C55 1.777
60 C -5.157 7.713 -3.327  Cl61 1.776, Cl62 1.776, Cl63 1.776, Cl64 1.777
61 Cl -4.118 9.052 -3.863  C60 1.776
62 Cl -5.010 7.520 -1.567  C60 1.776
63 Cl -6.845 8.069 -3.745  C60 1.776
64 Cl -4.651 6.212 -4.132  C60 1.777
65 C 5.358 2.854 3.518  Cl66 1.780, Cl67 1.776, Cl68 1.776, Cl69 1.774
66 Cl 4.708 1.200 3.610  C65 1.780
67 Cl 5.545 3.321 1.815  C65 1.776
68 Cl 4.238 3.974 4.321  C65 1.776
69 Cl 6.937 2.912 4.326  C65 1.774
70 C -1.313 -7.724 -7.203  Cl71 1.777, Cl72 1.776, Cl73 1.776, Cl74 1.777
71 Cl -2.699 -7.770 -6.092  C70 1.777
72 Cl -0.710 -9.374 -7.466  C70 1.776
73 Cl -1.820 -7.025 -8.755  C70 1.776
74 Cl -0.023 -6.727 -6.497  C70 1.777

Net charge   +1
Spin multiplicity   1
HOMO-LUMO gap   5.9385 eV

# 2
A cluster of 2 separate species, C26H26O4 in total in a non-equilibrium geometry, computed with ωB97M-V/def2-TZVPD.

Each atom is followed by the atoms it is bonded to, with distances in Å.
Cartesian coordinates (Å):
1 C 6.487 3.058 1.086  C2 1.508, H11 1.093, H12 1.096, H13 1.096
2 C 6.124 2.158 -0.069  C1 1.508, O3 1.442, H14 1.100, H15 1.094
3 O 4.689 2.012 -0.100  C2 1.442, C4 1.356
4 C 4.277 0.998 -0.901  O3 1.356, C5 1.503, O10 1.221
5 C 2.783 0.982 -1.065  C4 1.503, C6 1.473, C7 1.453
6 C 2.060 2.110 -0.453  C5 1.473, H16 1.099, H17 1.098, H18 1.090
7 C 2.386 0.330 -2.302  C5 1.453, C8 1.521, O9 1.232
8 C 1.083 0.740 -2.970  C7 1.521, H19 1.093, H20 1.099, H21 1.097
9 O 3.074 -0.536 -2.846  C7 1.232
10 O 5.072 0.231 -1.420  C4 1.221
11 H 7.576 3.119 1.160  C1 1.093
12 H 6.099 4.076 0.961  C1 1.096
13 H 6.110 2.647 2.029  C1 1.096
14 H 6.472 2.576 -1.025  C2 1.100
15 H 6.560 1.165 0.066  C2 1.094
16 H 2.702 2.539 0.330  C6 1.099
17 H 1.926 2.881 -1.222  C6 1.098
18 H 1.089 1.876 -0.019  C6 1.090
19 H 0.484 1.454 -2.400  C8 1.093
20 H 1.328 1.191 -3.941  C8 1.099
21 H 0.487 -0.158 -3.178  C8 1.097
22 C -7.081 1.031 -1.026  C23 1.397, C41 1.397, H42 1.093
23 C -6.810 -0.240 -0.510  C22 1.397, C24 1.396, H43 1.091
24 C -6.031 -0.389 0.639  C23 1.396, C25 1.397, H44 1.093
25 C -5.506 0.757 1.241  C24 1.397, O26 1.406, C40 1.398
26 O -4.569 0.622 2.280  C25 1.406, C27 1.393
27 C -3.285 0.220 1.921  O26 1.393, C28 1.398, C39 1.397
28 C -2.356 1.181 1.509  C27 1.398, C29 1.380, H45 1.094
29 C -1.130 0.774 1.024  C28 1.380, C30 1.428, H46 1.089
30 C -0.755 -0.602 0.961  C29 1.428, C31 1.429, C38 1.429
31 C 0.510 -0.998 0.429  C30 1.429, C32 1.421, H47 1.085
32 C 0.884 -2.342 0.156  C31 1.421, C33 1.423, C37 1.433
33 C 2.263 -2.690 0.196  C32 1.423, C34 1.387, H48 1.089
34 C 2.655 -4.018 0.253  C33 1.387, C35 1.399, H49 1.091
35 C 1.707 -5.042 0.146  C34 1.399, C36 1.404, H50 1.088
36 C 0.354 -4.723 -0.050  C35 1.404, C37 1.389, H51 1.095
37 C -0.047 -3.396 -0.124  C32 1.433, C36 1.389, H52 1.095
38 C -1.703 -1.526 1.500  C30 1.429, C39 1.381, H53 1.088
39 C -2.951 -1.136 1.942  C27 1.397, C38 1.381, H54 1.087
40 C -5.827 2.040 0.788  C25 1.398, C41 1.395, H55 1.090
41 C -6.588 2.163 -0.374  C22 1.397, C40 1.395, H56 1.090
42 H -7.682 1.129 -1.933  C22 1.093
43 H -7.200 -1.137 -0.993  C23 1.091
44 H -5.793 -1.366 1.067  C24 1.093
45 H -2.646 2.236 1.530  C28 1.094
46 H -0.442 1.541 0.669  C29 1.089
47 H 1.290 -0.248 0.350  C31 1.085
48 H 2.996 -1.884 0.236  C33 1.089
49 H 3.710 -4.264 0.387  C34 1.091
50 H 2.008 -6.087 0.180  C35 1.088
51 H -0.395 -5.515 -0.150  C36 1.095
52 H -1.090 -3.147 -0.344  C37 1.095
53 H -1.443 -2.581 1.559  C38 1.088
54 H -3.675 -1.878 2.272  C39 1.087
55 H -5.439 2.909 1.319  C40 1.090
56 H -6.802 3.156 -0.771  C41 1.090

Net charge   0
Spin multiplicity   1
Energy above the lowest of the compared OMol25 structures with the same formula, charge and spin   41.1 kcal per mole
HOMO-LUMO gap   3.4584 eV

| no. | E (Eh) |
| --- | --- |
| 1 | -17990.53585 |
| 2 | -1307.16025 |